No. 1
{
  "formula": "C2H4FPS",
  "method": "wB97M-V/def2-TZVPD",
  "elements": ["C", "C", "F", "P", "S", "H", "H", "H", "H"],
  "positions_angstrom": [[-2.4298, -1.2855, -1.0107], [1.1456, 1.2079, 0.5312], [-3.6912, -1.3223, -0.9435], [1.5417, -0.6337, 0.5004], [-1.5040, -2.0235, 0.1047], [1.8508, 1.7314, -0.0463], [0.8603, 1.5381, 1.6115], [0.0788, 1.4377, 0.0564], [2.1479, -0.6501, -0.8038]],
  "lowdin_charge": [-0.63, -0.50, -0.01, 0.63, 0.61, -0.03, 0.04, 0.05, -0.17],
  "de_lowest_kcal_mol": 54.2,
  "spin_multiplicity": 3
}

=====

No. 2
{
  "formula": "C25H40BrNOP2Re",
  "method": "wB97M-V/def2-TZVPD",
  "elements": ["C", "C", "C", "C", "N", "C", "C", "C", "C", "C", "C", "C", "C", "C", "Re", "P", "H", "H", "H", "H", "H", "H", "H", "H", "C", "C", "H", "H", "H", "H", "H", "C", "C", "H", "H", "H", "H", "H", "C", "C", "H", "H", "H", "H", "H", "Br", "P", "C", "C", "H", "H", "H", "H", "H", "C", "C", "H", "H", "H", "H", "H", "C", "C", "H", "H", "H", "H", "H", "O", "H", "H"],
  "positions_angstrom": [[2.3826, 4.3751, -0.1907], [1.3511, 3.8887, -1.0111], [1.5217, 3.9614, -2.4024], [2.7274, 4.5085, -2.8794], [3.7199, 4.9186, -2.1047], [3.5384, 4.8744, -0.7969], [0.2634, 3.2841, -0.2742], [-0.5779, 3.2757, 0.6170], [-1.7310, 2.7872, 1.3739], [-1.7451, 1.5314, 2.0385], [-2.5156, 1.2774, 3.4001], [-3.7483, 1.8660, 2.9896], [-4.0540, 2.6803, 1.9640], [-3.0350, 3.2387, 1.1166], [-2.7965, -0.1812, 2.1714], [1.5301, -0.4388, 0.8224], [0.7747, 3.5912, -3.0961], [2.3045, 4.2937, 0.8935], [2.9179, 4.5701, -3.9403], [4.3594, 5.2001, -0.1851], [-3.2231, 3.9236, 0.2716], [-3.5253, -1.0968, 3.3659], [-5.0614, 2.9558, 1.6770], [-2.0484, 1.1010, 4.3425], [2.1159, -2.1795, 1.1186], [3.2514, -2.7347, 0.2897], [1.2308, -2.8101, 0.9728], [2.3677, -2.2658, 2.1808], [3.5248, -3.7377, 0.6283], [3.0091, -2.8276, -0.7672], [4.1622, -2.1459, 0.3571], [1.9886, -0.1555, -0.9548], [3.2823, 0.5428, -1.3103], [1.1599, 0.4670, -1.3249], [1.9175, -1.0960, -1.5166], [3.3359, 0.7311, -2.3842], [3.3747, 1.5095, -0.8246], [4.1749, -0.0306, -1.0740], [2.7844, 0.5921, 1.6883], [4.1895, 0.0506, 1.8315], [2.3640, 0.7397, 2.6931], [2.7950, 1.5868, 1.2248], [4.7953, 0.7198, 2.4493], [4.2194, -0.9309, 2.2995], [4.7265, -0.0284, 0.8886], [-4.6139, -0.4080, 0.6668], [-1.7448, -1.4874, -0.4734], [-0.5982, -2.4206, -1.5812], [-1.1362, -3.7429, -2.1053], [0.3116, -2.5734, -0.9846], [-0.3232, -1.7654, -2.4194], [-0.3599, -4.2764, -2.6582], [-1.4485, -4.4107, -1.3029], [-1.9739, -3.6134, -2.7967], [-2.6652, -2.8522, 0.4527], [-3.9976, -3.2719, -0.1477], [-2.7895, -2.5429, 1.5225], [-1.9794, -3.7122, 0.4531], [-4.5553, -3.8970, 0.5563], [-4.6229, -2.3854, -0.3034], [-3.8974, -3.8139, -1.0917], [-2.6770, -0.4321, -1.7198], [-3.0674, -1.0189, -3.0558], [-2.0474, 0.4696, -1.8112], [-3.6002, -0.0543, -1.2295], [-3.6982, -0.2998, -3.5887], [-2.1971, -1.1866, -3.6906], [-3.6380, -1.9467, -2.9466], [-0.6821, -1.5325, 3.8773], [-0.1365, -2.3282, 3.7554], [0.0387, -0.8795, 3.9938]],
  "lowdin_charge": [0.04, -0.19, 0.07, 0.01, 0.34, 0.01, 0.09, 0.12, -0.17, -0.11, -0.34, 0.04, -0.03, 0.05, 1.08, 1.14, 0.15, 0.15, 0.17, 0.16, 0.16, 0.07, 0.15, 0.12, -0.38, -0.10, 0.07, 0.09, 0.12, 0.08, 0.07, -0.38, -0.11, 0.06, 0.07, 0.10, 0.05, 0.08, -0.38, -0.10, 0.08, 0.06, 0.11, 0.08, 0.07, 0.65, 0.97, -0.39, -0.10, 0.04, 0.09, 0.11, 0.07, 0.08, -0.45, -0.16, 0.01, 0.09, 0.11, -0.05, 0.09, -0.46, -0.12, 0.08, -0.06, 0.10, 0.08, 0.08, -0.06, 0.07, 0.06],
  "charge": 4,
  "spin_multiplicity": 4
}

=====

No. 3
{
  "formula": "C5H8N2",
  "method": "wB97M-V/def2-TZVPD",
  "elements": ["C", "C", "C", "C", "N", "N", "C", "H", "H", "H", "H", "H", "H", "H", "H"],
  "positions_angstrom": [[-2.3882, -0.1297, -0.1175], [-0.9078, 0.0899, -0.0805], [0.0786, -0.7863, 0.1601], [1.3608, -0.0189, 0.2628], [2.5118, -0.5974, -0.4009], [1.0508, 1.3461, -0.1476], [-0.2280, 1.3861, -0.2753], [-2.6255, -1.1762, -0.3130], [-2.8561, 0.1386, 0.8343], [-2.8648, 0.4759, -0.8901], [-0.0010, -1.8528, 0.3380], [1.5307, 0.1057, 1.3497], [3.2701, 0.0802, -0.3902], [2.8238, -1.3756, 0.1747], [-0.7553, 2.3145, -0.5046]],
  "lowdin_charge": [-0.05, -0.26, 0.01, -0.47, 0.05, 0.08, -0.11, 0.08, 0.08, 0.08, 0.12, 0.15, 0.07, 0.07, 0.11],
  "de_lowest_kcal_mol": 22.7
}

=====

No. 4
{
  "formula": "C4H10N4",
  "method": "wB97M-V/def2-TZVPD",
  "elements": ["C", "C", "N", "N", "N", "N", "C", "C", "H", "H", "H", "H", "H", "H", "H", "H", "H", "H"],
  "positions_angstrom": [[-0.6138, 1.7663, -0.1937], [-1.0949, 0.3461, -0.2914], [-2.3300, 0.1750, -0.1288], [-2.4662, -1.2502, -0.0525], [-0.2336, -0.7165, -0.1230], [1.0920, -0.2953, -0.6598], [1.9006, 0.3626, 0.4216], [2.1983, -1.0058, -0.1952], [-1.3801, 2.6078, -0.4221], [0.2888, 2.0253, -0.8058], [-0.3353, 2.0125, 0.8145], [-3.4873, -1.4567, 0.2843], [-1.9055, -1.5070, 0.8455], [-0.5705, -1.5214, -0.5293], [2.4527, 1.2727, 0.0426], [1.4799, 0.3737, 1.4565], [2.0098, -2.0174, 0.3468], [2.9951, -1.1714, -0.8101]],
  "lowdin_charge": [-0.05, -0.47, 0.00, -0.08, 0.04, -0.11, -0.11, -0.17, 0.11, 0.07, 0.06, 0.11, 0.10, 0.08, 0.12, 0.11, 0.14, 0.06],
  "de_lowest_kcal_mol": 105.9
}

=====

No. 5
{
  "formula": "C43H38Cl5N6O5PTa",
  "method": "wB97M-V/def2-TZVPD",
  "elements": ["Ta", "O", "C", "O", "C", "C", "C", "C", "C", "C", "P", "C", "C", "C", "C", "C", "C", "C", "C", "C", "C", "C", "C", "H", "H", "H", "H", "H", "H", "H", "H", "H", "H", "H", "H", "H", "H", "Cl", "C", "C", "Cl", "C", "Cl", "C", "O", "C", "Cl", "C", "Cl", "C", "C", "C", "C", "C", "C", "C", "C", "N", "H", "H", "H", "H", "H", "H", "H", "H", "H", "C", "N", "C", "C", "C", "N", "C", "O", "N", "H", "H", "H", "H", "H", "H", "H", "N", "C", "N", "C", "C", "O", "C", "C", "H", "H", "H", "H", "H", "H", "H", "H"],
  "positions_angstrom": [[0.4183, 0.0178, -0.6404], [-0.9458, -3.1792, -2.1658], [-1.1517, -2.5145, -1.1763], [-0.1879, -1.9231, -0.4884], [-2.5272, -2.3371, -0.6053], [-3.5581, -3.0799, -1.1646], [-4.8464, -2.9874, -0.6665], [-5.1109, -2.1412, 0.3998], [-4.0906, -1.3807, 0.9524], [-2.7893, -1.4644, 0.4591], [-1.4931, -0.4119, 1.2028], [-2.4442, 1.0108, 1.8256], [-2.4172, 1.4227, 3.1546], [-3.1188, 2.5568, 3.5473], [-3.8589, 3.2747, 2.6189], [-3.8973, 2.8610, 1.2919], [-3.1853, 1.7406, 0.8939], [-0.8939, -1.3072, 2.6604], [0.2188, -0.7950, 3.3274], [0.7142, -1.4378, 4.4501], [0.1144, -2.6056, 4.9023], [-0.9829, -3.1275, 4.2317], [-1.4917, -2.4795, 3.1142], [-3.3215, -3.7323, -1.9945], [-5.6415, -3.5747, -1.1066], [-6.1127, -2.0652, 0.8019], [-4.3154, -0.7121, 1.7734], [-1.8505, 0.8565, 3.8837], [-3.1005, 2.8683, 4.5842], [-4.4197, 4.1470, 2.9306], [-4.4914, 3.4081, 0.5692], [-3.2146, 1.4150, -0.1428], [0.7015, 0.0935, 2.9372], [1.5877, -1.0451, 4.9566], [0.5083, -3.1146, 5.7725], [-1.4460, -4.0423, 4.5778], [-2.3476, -2.8934, 2.5965], [-1.2213, 4.4911, -6.2661], [-1.1678, 3.2808, -5.0475], [-0.0174, 3.1058, -4.2866], [1.3659, 4.0937, -4.5401], [0.0069, 2.1250, -3.3046], [1.4436, 1.8688, -2.3498], [-1.0892, 1.2971, -3.0303], [-1.0530, 0.3907, -2.0932], [-2.2383, 1.4913, -3.8156], [-3.5941, 0.4935, -3.4707], [-2.2776, 2.4633, -4.8057], [-3.7031, 2.6704, -5.7372], [2.4840, -2.5474, 1.6436], [3.2822, -1.2978, 1.8952], [4.3466, -1.3126, 2.7883], [5.1385, -0.1914, 2.9819], [4.8880, 0.9594, 2.2495], [3.8335, 1.0182, 1.3466], [3.6417, 2.2367, 0.4877], [2.9997, -0.1071, 1.1982], [1.8729, -0.0526, 0.3957], [2.5511, -3.2254, 2.4946], [2.8799, -3.0712, 0.7682], [1.4357, -2.3398, 1.4406], [4.5578, -2.2239, 3.3365], [5.9621, -0.2210, 3.6841], [5.5304, 1.8250, 2.3663], [4.0371, 2.0621, -0.5173], [4.1709, 3.0945, 0.9037], [2.5900, 2.4922, 0.3818], [-1.1764, 4.3794, -0.4241], [-0.5151, 3.9820, 0.8220], [-0.4071, 4.8266, 1.8786], [0.2505, 4.4714, 3.0019], [0.8355, 3.1743, 3.0133], [0.6641, 2.3242, 2.0055], [0.0009, 2.7117, 0.9294], [-0.2082, 1.9447, -0.0603], [1.5837, 2.7506, 4.0357], [-1.4544, 5.4270, -0.3474], [-2.0616, 3.7698, -0.5870], [-0.4938, 4.2431, -1.2594], [-0.8655, 5.7977, 1.7541], [0.3433, 5.1536, 3.8332], [1.8081, 3.3544, 4.8052], [2.0728, 1.8733, 3.9425], [1.4595, -1.0094, -2.3140], [1.5106, -1.8782, -3.0787], [1.5726, -2.8535, -3.9242], [1.6568, -4.2530, -3.4752], [2.7269, -4.9424, -4.3011], [2.4591, -4.7942, -5.6843], [2.4868, -3.4379, -6.0838], [1.4012, -2.6513, -5.3707], [0.6833, -4.7188, -3.6337], [1.8818, -4.2705, -2.4110], [2.7348, -6.0104, -4.0929], [3.7137, -4.5261, -4.0620], [2.3233, -3.4194, -7.1594], [3.4685, -2.9987, -5.8653], [0.4148, -3.0231, -5.6562], [1.4622, -1.5874, -5.5934]],
  "lowdin_charge": [1.53, 0.10, -0.54, -0.28, -0.13, 0.00, -0.05, -0.05, -0.08, -0.27, 1.10, -0.36, -0.07, -0.07, -0.07, -0.08, -0.11, -0.34, -0.13, -0.07, -0.07, -0.06, -0.06, 0.12, 0.11, 0.11, 0.11, 0.10, 0.11, 0.11, 0.11, 0.11, 0.07, 0.11, 0.11, 0.11, 0.11, 0.70, -0.71, -0.71, 0.71, -0.55, 0.81, -0.46, -0.28, -0.61, 0.74, -0.69, 0.71, -0.04, -0.22, -0.05, -0.08, -0.06, -0.23, -0.05, -0.27, -0.14, 0.08, 0.09, 0.04, 0.11, 0.10, 0.11, 0.08, 0.08, 0.03, 0.03, 0.00, -0.01, 0.02, -0.34, 0.21, -0.48, -0.25, 0.21, 0.10, 0.09, 0.09, 0.14, 0.12, 0.12, 0.11, 0.07, -0.18, -0.06, -0.09, -0.18, -0.12, -0.18, -0.08, 0.13, 0.14, 0.13, 0.13, 0.13, 0.13, 0.14, 0.14],
  "charge": 1,
  "de_lowest_kcal_mol": 2.2
}

=====

No. 6
{
  "formula": "C11H10N",
  "method": "wB97M-V/def2-TZVPD",
  "elements": ["C", "C", "C", "C", "C", "C", "C", "C", "C", "C", "C", "N", "H", "H", "H", "H", "H", "H", "H", "H", "H", "H"],
  "positions_angstrom": [[-0.2426, -0.9529, -2.0346], [0.3152, -0.0105, -2.8633], [-0.6817, -1.4821, -0.8519], [-1.4495, 0.5306, 2.1172], [-0.8834, 1.7543, 1.6637], [-1.4360, -0.6300, 1.3706], [-0.4974, 1.9152, 0.3721], [-0.0150, 0.7897, -1.8118], [-0.8781, -0.4463, 0.0882], [-0.4052, 0.8074, -0.4592], [1.8252, -0.1839, 0.3128], [1.8853, -1.3112, -0.3510], [-0.6431, -2.4983, -0.6325], [-1.9672, 0.5019, 3.0698], [-0.9571, 2.6818, 2.3359], [-1.6478, -1.5326, 1.8099], [0.0086, 2.8370, 0.0154], [1.8545, 0.7197, -0.2769], [1.5560, -0.1095, 1.3778], [1.6371, -2.0930, 0.1111], [0.7624, 0.0386, -3.9381], [1.8600, -1.3258, -1.4252]],
  "lowdin_charge": [-0.02, -0.01, -0.05, -0.04, -0.06, 0.01, -0.05, 0.09, -0.20, -0.26, 0.13, 0.17, 0.11, 0.12, 0.15, 0.10, 0.15, 0.10, 0.14, 0.09, 0.16, 0.18],
  "charge": 1,
  "de_lowest_kcal_mol": 38.5
}

=====

Number 1: F_max 0.0862 Eh/bohr, DFT total energy -24975.45664 eV. Number 2: F_max 0.1196 Eh/bohr, DFT total energy -120805.28471 eV. Number 3: F_max 0.0097 Eh/bohr, DFT total energy -8294.01244 eV. Number 4: F_max 0.0965 Eh/bohr, DFT total energy -10266.25708 eV. Number 5: F_max 0.0131 Eh/bohr, DFT total energy -137839.77690 eV. Number 6: F_max 0.1027 Eh/bohr, DFT total energy -13046.73044 eV.